(1)
51
Properties=species:S:1:pos:R:3 method="wB97M-V/def2-TZVPD" e_tot_ev=-41077.347 orbital_gap_ev=8.75 relative_energy_ev=18.088
C -5.0733 3.2433 -2.7902
C -3.8578 2.6340 -2.4948
C -3.6329 1.2897 -2.7024
C -2.2742 0.6852 -2.3922
C -1.3049 1.3474 -1.8810
S 0.2277 0.7403 -1.2197
O 1.1711 1.7405 -0.8375
O 0.4786 -0.5347 -1.9070
N -0.0069 0.0623 0.1896
C -0.5565 1.2046 1.3772
C -0.3078 0.6222 2.7104
C -0.4071 -0.7244 2.9540
C 0.6332 -1.5777 3.1000
O 0.9453 -2.4022 3.9706
N 1.7874 -1.2917 2.2600
C 2.9936 -1.8914 2.3020
C 3.3762 -2.1343 0.7175
C 4.0094 -0.9110 -0.1691
C 3.6938 -1.1767 -1.4307
C 2.6045 -2.5281 -1.2987
O 2.4321 -2.6927 -0.1130
C -1.2567 -1.1150 1.9230
C -0.7417 -1.1235 0.5036
C -1.4699 2.8036 -1.4292
C -2.5886 3.4208 -1.7843
H -5.0689 4.0818 -3.1446
H -5.6419 3.1767 -1.7815
H -5.6454 2.5107 -3.5232
H -4.1810 0.7143 -3.3844
H -1.9640 -0.2636 -2.6895
H -1.5754 1.2461 1.2247
H -0.0340 2.1434 0.9430
H -0.8143 1.3735 3.4361
H 0.8434 1.0468 2.9095
H -0.9035 -0.9442 3.8157
H 1.6821 -0.4972 1.6801
H 2.9516 -2.7786 2.8160
H 3.6262 -1.6044 2.7845
H 4.1630 -3.0482 0.6755
H 3.2300 -0.0415 0.4391
H 4.8562 -0.6691 0.3025
H 4.4861 -1.3339 -2.0989
H 3.0603 -0.4304 -1.9565
H 1.7445 -2.5230 -1.9757
H 3.2182 -3.3420 -1.6962
H -1.3557 -2.2790 2.1833
H -2.2417 -0.8786 1.8877
H -1.4634 -1.1567 -0.1282
H 0.0598 -1.7297 0.1818
H -0.8428 3.2808 -0.8952
H -3.0642 4.2557 -1.5636



(2)
52
Properties=species:S:1:pos:R:3 method="wB97M-V/def2-TZVPD" e_tot_ev=-33589.063 orbital_gap_ev=7.65 relative_energy_ev=0.000
Zr -0.8405 1.1722 0.0774
O 0.0161 -0.5801 1.2363
C -0.0488 -0.6997 2.6715
C -0.5742 0.6276 3.2063
N -1.5920 1.1570 2.2864
C -1.7739 2.6451 2.3647
C -0.5935 3.2888 1.6018
O 0.3752 3.6687 2.2156
O -0.6838 3.2174 0.2740
C -2.8784 0.4344 2.3052
C -3.6316 0.5737 0.9792
O -4.8025 0.3164 0.9290
O -2.8705 0.9482 -0.0396
H 0.5996 -1.2216 0.7908
H 0.9478 -0.8935 3.0668
H -0.6969 -1.5413 2.9163
H 0.2339 1.3593 3.2524
H -0.9739 0.4975 4.2168
H -1.7890 3.0056 3.3934
H -2.7128 2.8830 1.8672
H -3.5253 0.7790 3.1151
H -2.6899 -0.6307 2.4497
C -1.3294 -1.4109 -3.4886
C -0.8690 -2.2591 -2.3047
C -1.9144 -2.2571 -1.1867
C 0.5355 -1.9180 -1.8352
C 1.4542 -2.9655 -1.7517
C 2.7704 -2.7669 -1.3679
C 3.1770 -1.4714 -1.0863
C 2.2968 -0.3930 -1.1604
C 2.8540 0.9849 -0.8420
C 2.3828 1.5168 0.5095
C 2.6531 2.0073 -1.9582
C 0.9424 -0.6100 -1.5109
N 0.0208 0.4396 -1.4226
H -2.3113 -1.7471 -3.8299
H -0.6316 -1.4989 -4.3232
H -1.4021 -0.3584 -3.2157
H -0.7983 -3.2926 -2.6564
H -2.1582 -1.2445 -0.8637
H -1.5735 -2.8363 -0.3234
H -2.8483 -2.7019 -1.5370
H 1.1167 -3.9643 -2.0078
H 3.4643 -3.5948 -1.3106
H 4.2083 -1.2775 -0.8109
H 3.9344 0.8437 -0.7401
H 1.2959 1.6291 0.5098
H 2.7639 2.5102 0.7427
H 2.6319 0.8311 1.3227
H 1.5992 2.2304 -2.1265
H 3.0702 1.6316 -2.8938
H 3.1695 2.9361 -1.7071



(3)
49
Properties=species:S:1:pos:R:3 method="wB97M-V/def2-TZVPD" e_tot_ev=-27092.079 orbital_gap_ev=8.32 relative_energy_ev=4.151
C 4.9855 3.1489 0.4047
C 3.6618 3.8042 0.7055
N 2.8419 2.7995 1.4672
C 2.4318 3.1549 2.7941
C 3.6090 3.0475 3.8842
C 1.8181 2.0938 0.6600
C 2.3496 0.6294 0.5502
N 1.4683 -0.3090 -0.1939
C 0.2905 -0.6374 0.2039
N -0.0971 -0.1680 1.3990
C -1.3804 -0.7102 2.0051
C -2.4433 -0.7928 0.9773
N -1.9162 -1.6265 -0.1028
C -0.5824 -1.5412 -0.5846
C -0.5264 -2.0107 -1.8766
C -1.8469 -2.5118 -2.0908
C -2.3934 -3.2916 -3.0933
C -3.7140 -3.7426 -2.9516
O -4.2481 -4.3231 -4.0194
C -4.7722 -3.2923 -4.9633
C -4.5144 -3.4142 -1.8861
C -4.0153 -2.7337 -0.8761
C -2.6137 -2.3107 -0.9473
H 4.8663 2.2833 -0.3133
H 5.7666 3.6812 -0.0634
H 5.2180 2.6657 1.3439
H 3.8753 4.6371 1.3182
H 3.0386 4.0691 -0.1066
H 2.0052 4.1368 2.8360
H 1.7274 2.4053 3.1440
H 3.2598 3.2153 4.8942
H 4.1239 2.0314 3.8613
H 4.2818 3.8438 3.6941
H 0.9297 2.1536 1.2354
H 1.5648 2.3607 -0.3257
H 3.3507 0.7523 0.2017
H 2.5095 0.2089 1.6084
H 0.6710 -0.0832 1.9999
H -1.7427 0.0195 2.8279
H -1.1264 -1.6208 2.5573
H -2.6365 0.2444 0.6222
H -3.4062 -1.2244 1.2729
H 0.1863 -2.1861 -2.7001
H -1.9606 -3.6198 -3.9688
H -4.0122 -3.0082 -5.6675
H -5.0782 -2.3680 -4.4895
H -5.5692 -3.8249 -5.4573
H -5.6227 -3.4795 -1.8680
H -4.6130 -2.5559 0.0771



(4)
55
Properties=species:S:1:pos:R:3 method="wB97M-V/def2-TZVPD" e_tot_ev=-48168.440 orbital_gap_ev=9.06 relative_energy_ev=0.708
C -0.4910 -1.4109 0.3861
N -0.2365 0.0076 0.5269
C -0.8808 0.6650 1.6460
C -0.1204 0.5067 2.9580
C -0.8231 1.2138 4.1087
N -0.1000 1.1125 5.3675
C 0.2204 -0.0981 5.9478
O 1.3443 -0.3585 6.3291
C -0.8779 -1.0781 6.0704
C -2.2180 -0.8834 6.2266
N -2.9718 -2.0051 6.3712
C -2.2185 -3.0653 6.3339
C -2.7538 -4.4729 6.4850
O -3.2049 -4.6850 7.7969
C -4.5946 -4.3691 7.8251
C -5.0323 -4.4043 6.3485
O -3.8380 -4.6860 5.6233
S -0.5433 -2.7584 6.1478
C 0.6470 0.6172 -0.3149
O 1.2114 0.0136 -1.2101
C 0.8995 2.1005 -0.0824
C 1.9810 2.6641 -0.9816
N 3.2788 2.0217 -0.8493
C 3.7203 1.4274 0.4034
C 4.7724 0.3854 0.1101
O 5.8672 1.0273 -0.5006
C 5.4934 1.4882 -1.7782
C 4.1513 2.1977 -1.8707
O 3.8827 2.8426 -2.8695
H 0.0195 -1.7835 -0.4947
H -0.1313 -1.9643 1.2578
H -1.5629 -1.5908 0.2764
H -1.0295 1.7227 1.4285
H -1.8838 0.2411 1.7522
H -0.0199 -0.5560 3.1985
H 0.8955 0.9006 2.8520
H -0.9444 2.2756 3.8831
H -1.8345 0.8215 4.2220
H 0.6848 1.7455 5.4413
H -2.6921 0.0877 6.2609
H -1.9779 -5.2070 6.2605
H -5.0999 -5.1289 8.4188
H -4.7529 -3.3877 8.2739
H -5.7441 -5.2054 6.1542
H -5.4517 -3.4508 6.0273
H -0.0168 2.6663 -0.2579
H 1.1585 2.2466 0.9718
H 1.6770 2.5516 -2.0211
H 2.0672 3.7415 -0.8006
H 4.2128 2.1972 1.0207
H 2.8928 1.0437 0.9925
H 5.1117 -0.0859 1.0318
H 4.3719 -0.4008 -0.5455
H 6.2568 2.1785 -2.1282
H 5.4420 0.6509 -2.4887



(5)
53
Properties=species:S:1:pos:R:3 method="wB97M-V/def2-TZVPD" e_tot_ev=-65059.193 orbital_gap_ev="6.11 / 6.25" relative_energy_ev=0.000
Ru -0.3193 0.7340 -0.0896
C 1.8518 1.3627 3.5503
C 1.4155 1.1610 2.1321
N 0.2828 0.5932 1.7265
N -0.5882 0.0805 2.6822
C -1.8260 -0.2890 2.3087
N -2.5992 -0.8392 3.2806
S -2.3503 -0.1258 0.7243
C 2.2273 1.5853 1.0246
C 3.5377 2.0605 1.1590
C 4.2837 2.3205 0.0327
C 3.7184 2.0931 -1.2200
C 2.4127 1.6570 -1.2856
N 1.6567 1.4338 -0.2049
H 1.0837 1.1204 4.2811
H 2.1078 2.4117 3.7128
H 2.7371 0.7665 3.7863
H -0.2233 -0.1499 3.5920
H -2.4417 -0.5871 4.2423
H -3.5573 -1.0102 3.0248
H 3.9574 2.1965 2.1460
H 5.3008 2.6790 0.1209
H 4.2728 2.2566 -2.1327
H 1.9364 1.4713 -2.2363
C 2.0543 -1.7494 0.3666
Si 0.5151 -1.3347 -0.6647
C -0.6416 -2.8085 -0.4493
C 1.0967 -1.3981 -2.4840
C 1.9318 -2.4954 -2.7463
C 2.4651 -2.7462 -3.9993
C 2.1699 -1.8876 -5.0452
C 1.3373 -0.8058 -4.8147
C 0.7842 -0.5389 -3.5530
Si -0.3618 0.9706 -3.6502
C 0.6163 2.3615 -4.4849
C -1.7131 0.4624 -4.8591
H 2.4445 -2.7479 0.1622
H 1.7965 -1.7170 1.4303
H 2.8608 -1.0321 0.1984
H -0.1509 -3.7239 -0.7920
H -1.5579 -2.6773 -1.0275
H -0.9214 -2.9433 0.5988
H 2.1774 -3.1830 -1.9447
H 3.1069 -3.6047 -4.1556
H 2.5778 -2.0594 -6.0337
H 1.1093 -0.1495 -5.6480
H 0.6885 2.1961 -5.5629
H 1.6332 2.4771 -4.1031
H 0.0952 3.3063 -4.3228
H -1.3083 0.1924 -5.8375
H -2.4231 1.2811 -4.9933
H -2.2621 -0.3946 -4.4645
S -1.3945 1.7122 -1.9486



(6)
84
Properties=species:S:1:pos:R:3 method="wB97M-V/def2-TZVPD" e_tot_ev=-2414376.754 orbital_gap_ev=7.40 total_charge=+1
C 1.3943 -1.5877 4.3340
C 0.7550 -0.9137 3.1249
C 1.2907 -1.4520 1.8075
Br 0.6905 -0.4621 0.2632
N 0.8819 -2.8488 1.6006
N -0.1657 -3.4090 2.1139
N -0.2375 -4.6219 1.6564
C 0.7913 -4.8448 0.8166
Si 1.2191 -6.4364 -0.2037
C 0.1913 -7.8309 0.4205
C 0.9849 -6.0368 -1.9957
C 3.0314 -6.6607 0.1666
N 1.4909 -3.7154 0.8102
H 1.0102 -1.1495 5.2579
H 2.4822 -1.4544 4.3311
H 1.1791 -2.6611 4.3676
H 0.9793 0.1581 3.1113
H -0.3332 -1.0309 3.1307
H 2.3843 -1.4483 1.7759
H 0.0142 -7.7629 1.4991
H -0.7722 -7.9163 -0.0892
H 0.7583 -8.7521 0.2378
H 1.7783 -5.3884 -2.3843
H 1.0474 -6.9943 -2.5316
H 0.0176 -5.5896 -2.2341
H 3.2498 -6.6612 1.2404
H 3.3709 -7.6184 -0.2432
H 3.6487 -5.8780 -0.2928
H 2.3230 -3.4554 0.2911
C 2.8281 2.5675 0.9839
Br 4.1672 1.7624 2.1083
Br 2.1298 4.1905 1.7272
Br 3.4533 2.8277 -0.8091
H 2.0120 1.8610 0.9374
C -1.1386 3.4908 -0.1522
Br -2.1528 2.5218 -1.4676
Br -1.1625 5.3826 -0.4468
Br -1.7533 3.1220 1.6328
H -0.1104 3.1606 -0.2224
C -3.4804 8.5398 0.3305
Br -4.3950 10.2187 0.3356
Br -1.5806 8.7556 0.1243
Br -3.9197 7.4723 1.8674
H -3.8283 7.9872 -0.5329
C 5.7815 -0.0904 -3.2863
Br 5.5488 1.6845 -3.9742
Br 7.3376 -0.2363 -2.1750
Br 4.1946 -0.6454 -2.3377
H 5.9079 -0.7655 -4.1208
C -2.0493 6.0360 5.0002
Br -3.1621 4.5238 4.5820
Br -1.9347 6.3244 6.8913
Br -0.3078 5.8574 4.2073
H -2.5120 6.9086 4.5588
C -7.2478 5.9708 -1.0430
Br -8.3647 4.4868 -1.5296
Br -7.4359 6.4294 0.8087
Br -5.4070 5.6210 -1.4966
H -7.5675 6.8231 -1.6264
C -4.1811 9.5835 -4.3167
Br -2.9478 8.4131 -3.4094
Br -5.8910 8.7494 -4.5750
Br -4.3404 11.2617 -3.4058
H -3.7670 9.7777 -5.2959
C 1.4498 -11.1056 -2.0289
Br 1.9160 -12.6016 -3.1267
Br 0.1775 -9.9501 -2.9017
Br 0.8157 -11.6565 -0.2989
H 2.3484 -10.5256 -1.8733
C -2.2322 -0.3712 6.3450
Br -3.0273 -1.6257 5.1251
Br -1.1413 -1.2561 7.6525
Br -1.2326 0.9642 5.3885
H -3.0296 0.1355 6.8707
C -3.2077 -4.7965 -2.4291
Br -3.3008 -6.7023 -2.6111
Br -2.2109 -4.3187 -0.8452
Br -2.4620 -3.9652 -3.9878
H -4.2124 -4.4201 -2.2962
C 6.3289 5.2218 -6.1610
Br 4.6641 4.8281 -5.2722
Br 6.8470 3.7899 -7.3295
Br 6.2447 6.8996 -7.0814
H 7.0856 5.3051 -5.3937